# 1
# C20H26FHfN5Sb

A structure of composition C20H26FHfN5Sb (ωB97M-V/def2-TZVPD, the OMol25 dataset).

F_max = 1.5 eV/Å
total charge = +3
electronic energy = -1438.766100 Ha
E_LUMO = -0.39720 Ha

Each line ends with the Mulliken charge.
Atoms and positions in Å:
Hf (-0.003, 0.792, -0.762)  0.785
N (2.593, 2.846, 2.289)  0.113
C (1.635, 2.576, 1.458)  -0.314
N (1.575, 1.438, 0.761)  -0.367
C (2.660, 0.542, 0.825)  0.612
N (2.767, -0.434, -0.019)  -0.931
N (1.765, -0.421, -0.973)  0.352
C (1.897, -1.169, -2.007)  -0.156
C (0.879, -1.069, -3.053)  0.818
C (0.973, -1.773, -4.220)  -0.803
C (0.019, -1.549, -5.219)  -0.365
C (-0.976, -0.617, -5.000)  -0.800
C (-1.014, 0.056, -3.789)  0.134
N (-0.116, -0.167, -2.820)  -0.122
C (3.678, 0.754, 1.832)  0.509
C (4.712, -0.158, 2.066)  -0.287
C (5.665, 0.129, 3.019)  -0.827
C (5.609, 1.329, 3.735)  -0.440
C (4.600, 2.245, 3.510)  -0.933
C (3.644, 1.939, 2.561)  0.395
H (2.578, 3.740, 2.769)  0.288
H (0.854, 3.315, 1.337)  0.465
H (2.775, -1.798, -2.121)  0.521
H (1.786, -2.474, -4.366)  0.503
H (0.074, -2.089, -6.157)  0.486
H (-1.719, -0.396, -5.754)  0.477
H (-1.775, 0.799, -3.599)  0.468
H (4.749, -1.077, 1.497)  0.484
H (6.465, -0.573, 3.211)  0.458
H (6.367, 1.548, 4.475)  0.442
H (4.561, 3.177, 4.063)  0.415
C (-2.833, 0.312, 3.134)  -1.060
C (-2.673, -1.013, 2.395)  -0.645
Sb (-2.198, -0.715, 0.339)  0.884
C (-2.419, -2.567, -0.692)  -0.588
C (-3.805, -3.158, -0.451)  -1.173
C (-3.761, 0.545, -0.395)  -0.756
C (-3.209, 1.904, -0.822)  -1.122
H (-3.043, 0.106, 4.184)  0.390
H (-3.663, 0.905, 2.753)  0.317
H (-1.928, 0.920, 3.103)  0.266
H (-3.595, -1.592, 2.364)  0.394
H (-1.887, -1.642, 2.809)  0.436
H (-1.618, -3.210, -0.330)  0.462
H (-2.231, -2.342, -1.740)  0.306
H (-3.975, -3.389, 0.601)  0.335
H (-3.888, -4.093, -1.006)  0.404
H (-4.604, -2.500, -0.794)  0.322
H (-4.485, 0.653, 0.410)  0.519
H (-4.254, 0.023, -1.213)  0.476
H (-2.758, 2.452, 0.009)  0.331
H (-3.983, 2.556, -1.229)  0.417
H (-2.468, 1.822, -1.628)  0.203
F (0.003, 2.561, -1.353)  -0.500


# 2
# C20H26IN2O3PbS

A structure of composition C20H26IN2O3PbS (ωB97M-V/def2-TZVPD, the OMol25 dataset).

F_max = 0.4 eV/Å
total charge = +1
electronic energy = -2001.473678 Ha
E_LUMO = -0.11282 Ha

Each line ends with the natural charge from an NBO analysis.
Atoms and positions in Å:
Pb (1.325, -0.223, 1.158)  1.439
C (0.602, 2.767, -2.449)  -0.642
C (1.145, 1.455, -2.914)  0.158
N (1.481, 1.334, -4.175)  -0.374
C (1.938, 0.155, -4.620)  0.000
C (2.060, -0.963, -3.832)  -0.036
C (2.557, -2.250, -4.444)  -0.098
O (1.590, -3.295, -4.398)  -0.722
C (1.711, -0.860, -2.459)  -0.226
C (1.772, -2.070, -1.656)  0.196
N (1.639, -2.139, -0.377)  -0.594
C (1.713, -3.415, 0.235)  0.160
C (2.774, -4.279, -0.014)  -0.244
C (2.832, -5.509, 0.618)  -0.176
C (1.841, -5.881, 1.512)  -0.194
C (0.783, -5.025, 1.776)  -0.209
C (0.723, -3.795, 1.137)  -0.220
I (-0.894, -2.525, 1.480)  0.263
C (1.258, 0.380, -1.980)  0.424
O (0.896, 0.642, -0.737)  -0.893
H (0.637, 3.478, -3.269)  0.243
H (1.167, 3.153, -1.600)  0.223
H (-0.431, 2.644, -2.121)  0.214
H (2.212, 0.117, -5.668)  0.199
H (3.428, -2.638, -3.911)  0.187
H (2.877, -2.056, -5.471)  0.193
H (0.877, -3.081, -5.008)  0.479
H (1.910, -2.997, -2.211)  0.220
H (3.559, -3.972, -0.692)  0.230
H (3.660, -6.175, 0.419)  0.234
H (1.890, -6.839, 2.011)  0.235
H (0.008, -5.315, 2.470)  0.235
C (-2.439, 5.127, 1.031)  -0.617
C (-2.595, 3.872, 0.188)  -0.413
C (-2.608, 2.603, 1.028)  -0.581
S (-0.991, 2.325, 1.815)  1.224
O (-0.741, 0.818, 1.669)  -1.059
C (-1.360, 2.561, 3.569)  -0.586
C (-1.940, 1.352, 4.291)  -0.413
C (-3.377, 1.010, 3.934)  -0.616
H (-2.523, 6.025, 0.422)  0.236
H (-1.464, 5.163, 1.523)  0.201
H (-3.208, 5.181, 1.804)  0.207
H (-1.799, 3.808, -0.554)  0.215
H (-3.534, 3.903, -0.370)  0.229
H (-2.745, 1.700, 0.432)  0.259
H (-3.384, 2.640, 1.790)  0.236
H (-2.021, 3.431, 3.599)  0.239
H (-0.411, 2.860, 4.017)  0.243
H (-1.855, 1.561, 5.359)  0.229
H (-1.295, 0.492, 4.098)  0.220
H (-4.032, 1.879, 4.022)  0.208
H (-3.763, 0.243, 4.603)  0.232
H (-3.459, 0.624, 2.918)  0.204


# 3
# C20H26IN5O3SSiTa

A structure of composition C20H26IN5O3SSiTa (ωB97M-V/def2-TZVPD, the OMol25 dataset).

F_max = 0.7 eV/Å
total charge = +3
electronic energy = -2318.851143 Ha
E_LUMO = -0.38529 Ha

Each line ends with the natural charge from an NBO analysis.
Atoms and positions in Å:
Ta (-0.352, 0.634, -1.067)  1.974
C (4.396, -0.342, 1.735)  -1.137
Si (3.425, -1.768, 2.420)  1.625
C (3.198, -1.636, 4.252)  -1.126
C (4.121, -3.397, 1.884)  -1.125
C (1.616, -1.754, 1.709)  -0.416
C (0.747, -2.773, 2.158)  -0.058
C (-0.565, -2.901, 1.724)  -0.230
C (-1.053, -1.987, 0.812)  0.084
N (-0.258, -1.002, 0.376)  -0.615
C (1.014, -0.904, 0.811)  0.123
S (1.762, 0.512, -0.043)  0.036
H (5.395, -0.400, 2.178)  0.282
H (3.989, 0.633, 2.010)  0.239
H (4.536, -0.380, 0.653)  0.246
H (4.175, -1.677, 4.740)  0.277
H (2.605, -2.453, 4.668)  0.253
H (2.729, -0.695, 4.545)  0.247
H (5.133, -3.508, 2.282)  0.277
H (4.188, -3.482, 0.798)  0.250
H (3.540, -4.244, 2.256)  0.253
H (1.121, -3.497, 2.874)  0.252
H (-1.196, -3.703, 2.082)  0.268
H (-2.060, -2.028, 0.419)  0.230
I (-3.160, -1.855, -5.685)  0.331
C (-1.431, -1.698, -4.578)  -0.197
C (-0.268, -2.380, -4.932)  -0.108
C (0.872, -2.247, -4.154)  -0.206
C (0.840, -1.440, -3.039)  0.069
N (-0.283, -0.771, -2.691)  -0.597
C (-1.397, -0.900, -3.451)  0.016
H (-0.253, -3.011, -5.812)  0.270
H (1.785, -2.766, -4.410)  0.272
H (1.706, -1.307, -2.406)  0.231
H (-2.272, -0.347, -3.136)  0.231
C (-5.047, 1.091, -0.139)  -0.407
N (-3.831, 1.635, 0.520)  -0.344
C (-3.902, 2.559, 1.544)  0.132
C (-2.796, 3.078, 2.114)  -0.307
C (-1.519, 2.641, 1.648)  0.501
N (-1.484, 1.710, 0.670)  -0.594
C (-2.615, 1.268, 0.130)  0.785
O (-2.398, 0.446, -0.863)  -0.710
N (-0.385, 3.097, 2.137)  -0.687
H (-5.909, 1.477, 0.396)  0.252
H (-5.031, 0.007, -0.079)  0.244
H (-5.074, 1.419, -1.175)  0.245
H (-4.901, 2.837, 1.848)  0.270
H (-2.881, 3.804, 2.909)  0.283
H (-0.378, 3.788, 2.873)  0.445
H (0.503, 2.758, 1.797)  0.432
C (-0.059, 4.720, -2.878)  -0.265
O (-0.201, 3.898, -1.630)  -0.414
C (-0.203, 2.639, -1.703)  0.488
O (-0.153, 1.900, -2.731)  -0.570
H (-0.755, 5.539, -2.747)  0.239
H (-0.295, 4.102, -3.737)  0.220
H (0.969, 5.064, -2.887)  0.237


# 4
# C20H26IrN4O7PS

A structure of composition C20H26IrN4O7PS (ωB97M-V/def2-TZVPD, the OMol25 dataset).

F_max = 1.2 eV/Å
total charge = +1
electronic energy = -2367.200584 Ha
multiplicity = 2
E_LUMO (alpha / beta) = -0.13721 / -0.20564 Ha

Each line ends with the Löwdin spin population.
Atoms and positions in Å:
Ir (-0.719, -1.075, -0.763)  0.235
O (-0.986, -5.079, -1.266)  0.000
C (-1.379, -3.859, -1.096)  -0.001
O (-1.135, -2.929, -1.874)  0.005
C (-2.199, -3.526, 0.108)  0.001
C (-3.042, -4.288, 0.887)  0.000
C (-3.894, -3.602, 1.757)  0.003
C (-3.954, -2.212, 1.751)  0.000
C (-3.058, -1.528, 0.943)  0.005
N (-2.158, -2.209, 0.253)  0.003
C (-3.102, -0.048, 0.500)  0.001
O (-3.890, 0.717, 1.000)  0.000
O (-2.286, 0.225, -0.488)  -0.002
H (-0.183, -5.081, -1.836)  0.000
H (-3.079, -5.363, 0.784)  0.000
H (-4.576, -4.163, 2.381)  0.000
H (-4.693, -1.664, 2.317)  0.000
O (1.561, -4.094, -1.670)  0.008
C (1.528, -2.889, -1.491)  0.003
O (0.859, -2.345, -0.509)  0.005
C (2.311, -1.974, -2.383)  0.045
C (3.580, -2.368, -2.776)  -0.004
C (4.343, -1.565, -3.611)  0.068
C (3.825, -0.376, -4.102)  -0.006
C (2.545, 0.015, -3.747)  0.061
C (1.799, -0.768, -2.864)  0.050
S (0.191, -0.140, -2.530)  0.494
H (3.961, -3.316, -2.423)  -0.001
H (5.337, -1.878, -3.897)  0.004
H (4.408, 0.237, -4.774)  -0.002
H (2.118, 0.926, -4.148)  0.002
C (0.444, 3.351, -1.073)  0.006
N (-0.387, 2.847, 0.018)  0.002
C (-1.794, 3.230, -0.127)  0.000
P (0.157, 1.629, 0.960)  0.002
O (0.275, 0.199, 0.436)  0.008
N (1.734, 1.991, 1.245)  0.001
C (2.076, 3.286, 1.818)  0.000
C (2.871, 1.132, 0.960)  0.000
N (-0.824, 1.607, 2.274)  0.000
C (-1.297, 2.815, 2.944)  0.000
C (-1.084, 0.396, 3.036)  0.000
H (0.324, 4.434, -1.141)  0.000
H (0.140, 2.909, -2.025)  0.005
H (1.493, 3.128, -0.895)  0.000
H (-1.889, 4.303, 0.053)  0.000
H (-2.430, 2.683, 0.557)  0.000
H (-2.132, 3.007, -1.140)  0.000
H (1.199, 3.776, 2.236)  0.000
H (2.513, 3.952, 1.067)  0.000
H (2.798, 3.154, 2.625)  0.000
H (2.551, 0.233, 0.441)  0.000
H (3.375, 0.845, 1.886)  0.000
H (3.588, 1.670, 0.332)  0.000
H (-1.108, 3.695, 2.335)  0.000
H (-0.797, 2.940, 3.908)  0.000
H (-2.374, 2.742, 3.109)  0.000
H (-0.625, -0.468, 2.560)  0.000
H (-2.162, 0.246, 3.125)  0.000
H (-0.665, 0.485, 4.042)  0.000


Which value of total charge does entry 3 give?
+3


The lowest F_max belongs to which entry?
C20H26IN2O3PbS


Which value of total charge does entry 2 give?
+1